51
Properties=species:S:1:pos:R:3 method="wB97M-V/def2-TZVPD" total_charge=+3 orbital_gap_ev="6.14 / 6.17" energy_ev=-43751.8433
Os 0.319 -0.547 0.662
N 1.013 1.128 1.855
C 2.316 1.630 1.293
C 2.503 1.083 -0.112
N 2.270 -0.411 -0.087
C 3.323 -1.104 0.761
C 2.783 -1.465 2.132
N 1.369 -1.916 1.969
C 2.263 -1.003 -1.474
C 1.566 -2.345 -1.399
N 0.195 -2.120 -0.833
H 0.294 1.860 1.777
H 1.102 0.972 2.856
H 3.128 1.317 1.945
H 2.322 2.720 1.282
H 3.503 1.282 -0.501
H 1.782 1.514 -0.809
H 4.199 -0.460 0.836
H 3.639 -1.998 0.229
H 2.780 -0.615 2.809
H 3.388 -2.245 2.594
H 0.939 -2.025 2.886
H 1.343 -2.862 1.588
H 3.288 -1.090 -1.837
H 1.719 -0.323 -2.130
H 2.097 -3.035 -0.743
H 1.503 -2.817 -2.378
H -0.183 -3.008 -0.503
H -0.415 -1.868 -1.606
N -1.278 -2.886 1.866
N -1.428 -1.485 1.510
H -1.889 -3.431 1.261
H -1.644 -3.023 2.806
H -1.759 -0.967 2.324
H -2.167 -1.386 0.802
O -1.030 2.588 1.062
C -1.437 1.981 0.111
N -0.910 0.637 -0.242
S -1.813 0.044 -1.600
O -0.861 -0.159 -2.646
O -2.522 -1.098 -1.084
C -2.802 1.451 -1.793
C -3.776 1.653 -2.746
C -4.442 2.877 -2.697
C -4.135 3.837 -1.732
C -3.152 3.609 -0.779
C -2.478 2.394 -0.820
H -4.019 0.910 -3.494
H -5.217 3.083 -3.423
H -4.676 4.773 -1.726
H -2.914 4.347 -0.024